[1]
Formula: C2H6N3
Source: the Open Molecules 2025 dataset
Level of theory: the ωB97M-V functional and the def2-TZVPD basis

Structure (XYZ):
```
11
C2H6N3 the ωB97M-V functional and the def2-TZVPD basis
H 3.110 0.937 0.475
N 1.401 0.239 -0.622
H -1.629 -1.603 0.704
C 2.146 0.259 0.346
H -2.624 -0.201 0.936
N -1.590 0.037 -0.718
H 2.111 -0.366 1.206
C -0.820 0.557 0.116
H -1.740 -0.256 -1.633
H 1.464 0.994 -1.348
N -1.829 -0.596 0.537
```

Calculated values
Total charge: +1
Energy relative to the best compared isomer or geometry (same formula, charge and spin) in kJ/mol: 589.9
Multiplicity: 3
HOMO energy (spin up / spin down) in eV: -11.074 / -14.685
HOMO-LUMO gap (spin up / spin down) in Ha: 0.2807 / 0.2668

---

[2]
Formula: C32H58Cl14F4NO8P
Source: the Open Molecules 2025 dataset
Level of theory: the ωB97M-V functional and the def2-TZVPD basis

Structure (XYZ):
```
118
C32H58Cl14F4NO8P the ωB97M-V functional and the def2-TZVPD basis
H 4.639 -1.832 4.962
O -8.353 3.811 -1.081
H 0.762 1.181 -1.797
H -7.694 1.133 0.625
H 8.281 -5.255 6.751
H 4.877 5.446 -1.692
Cl 9.012 -5.829 4.024
H -10.552 2.602 -1.473
Cl -4.287 -2.949 4.840
C -3.028 -0.596 -1.093
H -5.475 2.252 0.521
H 8.862 1.513 6.697
H -3.939 4.791 0.427
H -5.258 -0.181 0.166
H -3.633 -4.942 3.774
C -7.889 3.122 0.003
H -3.002 -0.883 -0.048
H -12.962 2.765 -1.295
H -0.596 1.308 -4.397
Cl -5.909 7.871 -0.152
Cl -10.261 0.275 -1.632
H -3.249 -0.206 -3.703
Cl 1.797 -5.719 -6.320
C 4.980 -2.038 3.948
C 9.824 1.740 4.781
Cl -4.693 5.118 -1.756
H -12.421 1.515 -0.167
O 3.990 2.371 -2.600
H -1.061 -0.116 -0.786
H 6.917 -2.605 4.663
C -5.216 0.483 -0.695
H -5.172 6.518 1.620
H 6.657 -0.217 -2.002
F 0.306 -1.646 -1.978
H 1.719 -5.824 -3.431
C 2.214 0.469 -3.207
Cl 10.276 0.019 4.653
C 8.678 1.974 5.730
O -3.786 1.344 -2.405
C -1.541 0.675 -2.652
C 5.836 0.222 -1.441
C -3.765 0.724 -1.122
O -2.695 2.749 -0.441
C -5.878 1.816 -0.391
H -0.118 -0.318 -4.024
C -7.403 1.720 -0.240
H -7.855 1.336 -1.151
H 6.835 -0.946 4.087
H 10.300 -6.489 5.871
H -0.440 -5.865 -5.600
H -3.560 -1.323 -1.705
H 5.758 0.495 0.681
H -5.651 2.500 -1.206
O 2.943 1.106 -0.643
C 5.809 -0.337 -0.017
H 2.105 -0.609 -3.198
C -5.442 6.311 0.586
H 10.884 -4.974 5.168
H 5.718 4.298 -2.712
C -11.158 1.800 -1.887
Cl -4.856 -3.561 1.535
Cl 7.148 -2.488 2.331
O -2.928 1.059 1.047
P 3.457 0.984 -2.018
H 2.970 3.793 -1.499
Cl 7.137 1.335 5.097
H -2.810 1.431 -4.171
H -2.471 -3.209 -1.153
H 4.628 -3.024 3.656
Cl 8.867 -3.096 6.013
C 9.997 -5.521 5.475
C -12.506 1.780 -1.217
Cl -13.628 0.623 -1.982
H -2.549 -3.920 1.741
C -3.272 -3.917 3.746
N -1.602 -0.435 -1.600
H -3.017 -2.318 2.325
H -11.250 1.953 -2.959
H 4.516 3.279 -0.782
C -3.273 -3.374 2.341
Cl 4.190 -0.840 2.885
H -5.725 0.018 -1.544
H -2.258 -3.892 4.141
H 2.571 0.806 -4.182
F -0.642 -3.939 -1.302
C 9.225 -4.766 6.526
C -1.036 -1.748 -1.977
H -7.671 3.772 -1.767
H 4.892 -0.893 0.141
Cl 0.743 -7.907 -3.932
C 0.924 1.222 -2.875
C -0.326 0.647 -3.575
C -1.445 -2.882 -1.006
F -1.477 -2.084 -3.210
H 9.811 -4.701 7.441
O -7.881 3.639 1.064
C -3.054 1.624 -0.053
C 4.730 4.639 -2.407
C 0.753 -6.129 -3.825
C -2.906 0.762 -3.320
C -4.273 5.674 -0.118
H 9.586 2.100 3.783
H 1.035 2.280 -3.101
C 6.482 -1.957 3.903
H -3.435 6.360 -0.209
H 10.706 2.267 5.140
F -1.201 -2.488 0.257
H -0.019 -5.849 -3.112
H 6.675 -0.935 0.237
H -1.479 1.595 -2.068
H 8.535 3.043 5.874
O 4.628 -0.072 -2.171
H 0.364 -4.402 -5.015
H 4.197 4.995 -3.283
H 6.030 1.293 -1.422
C 0.473 -5.477 -5.154
C 3.999 3.515 -1.707
H -6.316 5.664 0.575
```

Calculated values
SMILES: CCOP(=O)(CCC[C@H]1CO[C@](CCCC(=O)O)(C(=O)[O-])C[N@H+]1C(F)(F)C(F)F)OCC.ClCCCl.ClCCCl.ClCCCl.ClCCCl.ClCCCl.ClCCCl.ClCCCl
Total charge: 0
HOMO energy in eV: -8.555
HOMO-LUMO gap in Ha: 0.3101

---

[3]
Formula: C5H4CoO4
Source: the Open Molecules 2025 dataset
Level of theory: the ωB97M-V functional and the def2-TZVPD basis

Structure (XYZ):
```
14
C5H4CoO4 the ωB97M-V functional and the def2-TZVPD basis
C -0.249 0.076 1.495
C 2.245 2.523 4.493
H 1.321 1.108 0.452
C 0.370 -0.698 0.795
H -0.808 0.795 2.075
C 2.974 2.344 3.432
C 2.633 2.324 1.117
H 3.890 2.940 3.332
O 3.515 3.158 0.959
Co 4.412 4.027 -0.253
O 2.243 1.946 2.334
O 2.028 1.731 0.163
H 1.497 2.301 6.200
O 1.655 2.943 5.466
```

Calculated values
Total charge: +4
Energy relative to the best compared isomer or geometry (same formula, charge and spin) in kJ/mol: 0.0
Multiplicity: 6
HOMO energy (spin up / spin down) in eV: -26.731 / -26.726
HOMO-LUMO gap (spin up / spin down) in Ha: 0.3362 / 0.2092

---

[4]
Formula: H14NaO7
Source: the Open Molecules 2025 dataset
Level of theory: the ωB97M-V functional and the def2-TZVPD basis

Structure (XYZ):
```
22
H14NaO7 the ωB97M-V functional and the def2-TZVPD basis
H 0.227 2.294 1.260
H -1.538 -2.142 0.741
H 0.208 1.874 -0.195
Na -0.268 -0.207 0.189
H 0.713 0.877 -1.104
H -2.141 1.394 -0.817
H 2.238 0.569 0.551
H 1.604 -0.514 1.398
O 0.830 1.722 -1.539
H 1.657 1.635 -2.013
H -2.388 -0.063 -0.488
H 1.074 -1.098 -1.387
O 1.500 -0.041 0.572
O -1.687 0.578 -0.607
O -0.281 -0.847 1.860
O -0.304 1.830 0.613
O 0.242 -0.636 -1.488
O -0.934 -1.883 0.045
H -0.382 -2.653 -0.093
H -0.076 -0.901 -2.352
H -0.879 -1.001 2.591
H 0.584 -0.787 2.266
```

Calculated values
Total charge: +1
Energy relative to the best compared isomer or geometry (same formula, charge and spin) in kJ/mol: 784.7
HOMO energy in eV: -14.407
HOMO-LUMO gap in Ha: 0.3969

---

[5]
Formula: C42H38N8PbS5
Source: the Open Molecules 2025 dataset
Level of theory: the ωB97M-V functional and the def2-TZVPD basis

Structure (XYZ):
```
94
C42H38N8PbS5 the ωB97M-V functional and the def2-TZVPD basis
H 3.923 -3.661 -2.265
H 4.445 0.538 -3.843
S -0.359 1.011 1.999
Pb -0.359 3.150 -0.850
C 2.387 4.044 0.385
H -4.953 4.248 -0.912
H 0.504 -2.408 -4.203
H -0.893 -5.910 2.727
H -4.953 1.854 -0.792
N -0.187 -0.964 -0.918
C 2.434 -1.414 -0.239
H 1.958 2.639 2.442
H -3.164 -2.802 3.567
C 3.588 -0.109 -3.928
C -4.232 0.344 2.923
H 1.981 3.044 6.706
H -4.168 -0.479 -5.038
C -0.929 -3.296 0.588
H -2.934 1.969 2.343
H 4.461 -1.371 -5.422
C 0.644 -4.425 2.577
N -0.276 1.320 -2.418
H -5.244 -1.459 3.479
N 0.687 -0.189 1.548
H -0.876 -2.959 -2.324
C 2.479 -1.992 -4.917
C 2.568 -2.512 -1.076
C 4.746 -0.913 -0.461
C 3.807 -2.811 -1.609
H -1.524 -2.819 -0.173
C -1.601 -2.433 -2.923
H -4.437 -2.914 -4.693
H 5.585 -0.276 -0.230
C 2.115 2.927 4.570
C -3.600 -2.393 -4.254
C 2.467 0.149 -3.163
N 4.316 6.751 1.576
H 1.986 -2.777 2.210
C 0.268 -2.708 0.956
H -2.773 -4.162 -3.370
C -1.865 0.151 2.598
N -0.805 2.049 1.077
H 1.701 -3.114 -1.305
C -3.017 0.923 2.602
C -1.911 -1.185 2.949
S 1.042 5.105 0.476
C -4.051 2.322 -1.230
C -3.129 -1.760 3.282
N -2.879 4.470 -1.388
H 5.853 -2.216 -1.750
C -3.459 -1.024 -4.434
H 2.969 3.583 4.503
S 0.747 -1.097 0.293
H -5.132 0.942 2.912
N 5.501 2.669 1.031
C 1.566 2.620 5.806
C -0.084 1.244 4.741
N -2.826 1.633 -0.900
C 1.063 -3.268 1.942
H -3.770 3.780 0.329
C 4.669 3.460 0.917
C -2.673 -3.095 -3.498
C -3.974 3.772 -0.744
H -2.749 0.713 -1.312
C 3.977 5.701 1.249
C 0.478 1.766 5.895
H 3.375 0.241 0.732
C -1.470 -1.070 -3.109
C 4.892 -1.998 -1.310
C -4.290 -1.004 3.249
H 0.061 1.507 6.859
H -2.649 1.586 0.094
C 1.368 -0.688 -3.256
C 1.366 -1.764 -4.125
H -0.945 0.595 4.795
H -2.783 5.413 -1.035
H -2.272 -4.928 0.936
S 2.138 2.438 -0.267
H 2.424 0.992 -2.492
C -1.339 -4.461 1.216
C 3.593 -1.177 -4.812
H -2.242 0.705 -3.940
C -2.392 -0.361 -3.852
C 3.643 4.404 0.843
H 2.467 -2.808 -5.624
C 0.458 1.572 3.512
S -0.115 -0.118 -2.365
H -1.003 -1.766 2.965
C 1.558 2.404 3.415
C 3.508 -0.614 0.090
C -0.559 -5.017 2.218
H -2.996 4.492 -2.395
H 1.246 -4.860 3.361
H -4.170 2.310 -2.320
```

Calculated values
Total charge: 0
Energy relative to the best compared isomer or geometry (same formula, charge and spin) in kJ/mol: 102.9
HOMO energy in eV: -6.355
HOMO-LUMO gap in Ha: 0.2265

---

[6]
Formula: C2H5FO2
Source: the Open Molecules 2025 dataset
Level of theory: the ωB97M-V functional and the def2-TZVPD basis

Structure (XYZ):
```
10
C2H5FO2 the ωB97M-V functional and the def2-TZVPD basis
H 1.233 0.926 1.035
H 1.665 1.054 -0.864
C -0.528 -0.121 -0.097
O -0.671 -1.176 -0.946
H -1.344 0.243 1.721
O -0.992 -0.501 1.213
H -1.536 -1.179 -1.352
H 1.990 -0.606 -0.116
C 1.493 0.450 0.005
F -1.310 0.910 -0.598
```

Calculated values
Total charge: 0
Energy relative to the best compared isomer or geometry (same formula, charge and spin) in kJ/mol: 245.9
HOMO energy in eV: -9.679
HOMO-LUMO gap in Ha: 0.3815

---

| no. | DFT total energy (hartree) |
| --- | --- |
| 1 | -243.47121 |
| 2 | -9094.38329 |
| 3 | -1874.26640 |
| 4 | -696.96485 |
| 5 | -4244.81123 |
| 6 | -329.46879 |